Entry 1:
DFT (the ωB97M-V functional and the def2-TZVPD basis) results for a cluster of 2 separate species, C9H14 in total in a non-equilibrium geometry.

Output
**Frontier orbital gap**: 9.799 eV
**SMILES**: Cc1ccccc1.CC
**HOMO energy**: -8.82 eV
**E_tot**: -9559.304 eV

Geometry (Å):
C 2.00 -3.01 1.96
C 1.69 -1.86 0.95
H 2.33 -2.59 2.91
H 1.14 -3.64 2.16
H 2.77 -3.68 1.57
H 0.63 -1.91 0.76
H 1.91 -0.94 1.49
H 2.28 -1.89 0.04
C -1.26 1.23 1.38
C -1.66 2.26 -0.87
C -1.00 1.32 -0.09
C -1.52 2.32 -2.25
C -0.15 0.39 -0.71
C -0.82 1.29 -2.86
C -0.09 0.38 -2.09
H -2.32 2.96 -0.37
H -1.79 3.21 -2.80
H -0.65 0.54 1.95
H -2.27 0.87 1.62
H 0.35 -0.31 -0.06
H -0.90 1.04 -3.91
H 0.67 -0.20 -2.61
H -1.34 2.22 1.84

Entry 2:
DFT (the ωB97M-V functional and the def2-TZVPD basis) results for the ion C2HClNO2 with charge -1 in a non-equilibrium geometry.

Output
**Frontier orbital gap**: 8.196 eV
**SMILES**: [H]/N=C(\Cl)C(=O)[O-]
**HOMO energy**: -4.50 eV
**Total charge**: -1
**E_tot**: -20198.870 eV

Geometry (Å):
C 0.06 0.24 -0.30
C 0.10 -0.96 0.69
N 0.01 1.37 0.18
O 0.00 -2.05 0.14
O 0.26 -0.58 1.85
Cl -0.40 -0.18 -1.97
H -0.03 2.17 -0.59

Entry 3:
DFT (the ωB97M-V functional and the def2-TZVPD basis) results for a structure of composition C22H23B3F3IN2O4 in a non-equilibrium geometry.

Output
**Frontier orbital gap**: 9.395 eV
**HOMO energy**: -9.19 eV
**E_tot**: -52647.799 eV

Geometry (Å):
C 4.42 -2.98 -1.83
C 2.99 -2.35 -1.81
C 1.85 -3.36 -2.26
I 2.10 -3.82 -4.39
B 0.44 -2.63 -2.10
O 0.20 -1.68 -1.07
B 0.02 -0.45 -1.80
N 1.05 0.60 -1.72
O -1.15 -0.40 -2.59
B -1.56 -1.74 -2.76
N -3.03 -1.98 -2.66
C -3.30 -2.66 -1.70
O -3.64 -3.21 -0.76
O -0.67 -2.81 -2.98
H 5.18 -2.16 -1.80
H 4.54 -3.55 -0.88
H 4.62 -3.60 -2.73
H 2.97 -1.48 -2.52
H 2.72 -1.91 -0.81
H 1.93 -4.27 -1.63
H 1.64 0.42 -2.54
H 0.54 1.49 -1.84
F 1.10 3.24 -1.85
C 1.19 3.85 -0.64
C 0.96 3.12 0.51
C 1.06 3.75 1.74
C 1.38 5.10 1.81
C 1.61 5.82 0.65
C 1.52 5.19 -0.59
H 0.70 2.07 0.44
H 0.89 3.19 2.65
H 1.46 5.59 2.77
H 1.86 6.88 0.70
H 1.70 5.74 -1.51
F 3.29 4.87 4.54
C 4.02 3.74 4.57
C 4.40 3.22 5.80
C 5.15 2.05 5.83
C 5.52 1.43 4.65
C 5.14 1.97 3.43
C 4.37 3.13 3.39
H 4.11 3.73 6.71
H 5.45 1.63 6.79
H 6.11 0.52 4.68
H 5.43 1.48 2.50
H 4.06 3.56 2.44
F -8.49 -1.13 -2.84
C -8.26 -2.24 -2.13
C -6.97 -2.69 -1.96
C -6.73 -3.84 -1.22
C -7.80 -4.54 -0.66
C -9.10 -4.08 -0.85
C -9.33 -2.92 -1.58
H -6.15 -2.14 -2.40
H -5.72 -4.19 -1.07
H -7.62 -5.44 -0.09
H -9.93 -4.63 -0.42
H -10.34 -2.55 -1.72

Entry 4:
DFT (the ωB97M-V functional and the def2-TZVPD basis) results for a structure of composition C22H29AuBrN2O in a non-equilibrium geometry.

Output
**Frontier orbital gap**: 7.341 eV
**HOMO energy**: -4.35 eV
**Total charge**: -1
**E_tot**: -102049.704 eV

Geometry (Å):
Au 1.82 0.63 -0.37
C -1.64 2.99 -1.13
C -1.05 3.14 0.28
C -0.65 4.55 0.71
C -1.88 2.41 1.30
C -2.75 3.07 2.16
C -3.40 2.38 3.20
C -3.11 1.07 3.41
C -2.18 0.38 2.59
C -1.61 -0.86 3.22
C -0.16 -1.21 2.90
C -2.56 -2.09 3.19
C -1.71 0.98 1.40
N -1.06 0.36 0.36
C -1.12 -0.90 0.11
C -0.19 -1.53 -0.77
C -0.38 -2.84 -1.30
C 0.72 -3.07 -2.14
C 1.62 -2.03 -2.05
N 1.03 -1.01 -1.26
C 2.96 -1.97 -2.73
C 3.96 -1.31 -1.77
C 3.31 -3.42 -3.00
C 2.78 -1.17 -4.06
H -1.10 3.64 -1.86
H -2.69 3.29 -1.14
H -1.53 1.96 -1.50
H -0.10 2.59 0.32
H -1.49 5.27 0.71
H 0.14 4.98 0.04
H -0.18 4.55 1.71
H -2.93 4.11 2.00
H -4.11 2.92 3.83
H -3.54 0.54 4.27
H -1.58 -0.59 4.29
H -0.02 -1.91 2.05
H 0.27 -1.74 3.79
H 0.47 -0.33 2.70
H -2.59 -2.58 2.19
H -3.56 -1.86 3.56
H -2.17 -2.86 3.86
H -2.00 -1.49 0.45
H -1.26 -3.46 -1.16
H 0.91 -3.95 -2.75
H 4.09 -1.90 -0.81
H 3.71 -0.26 -1.53
H 4.98 -1.28 -2.25
H 3.23 -4.05 -2.10
H 4.37 -3.49 -3.34
H 2.69 -3.91 -3.79
H 2.43 -0.15 -3.91
H 2.05 -1.74 -4.66
H 3.73 -1.21 -4.66
O 1.52 2.00 -3.34
C 0.99 2.01 -2.32
Br 2.56 2.36 1.11

Entry 5:
DFT (the ωB97M-V functional and the def2-TZVPD basis) results for a cluster of 10 separate species, C40H105N6O17 in total in a non-equilibrium geometry.

Output
**Frontier orbital gap**: 7.414 eV
**HOMO energy**: -5.34 eV
**Total charge**: -1
**E_tot**: -86923.813 eV

Geometry (Å):
C 0.93 -0.07 1.21
C -0.54 0.39 1.22
O -0.89 1.12 2.36
H 1.64 0.58 1.71
H 1.25 -0.21 0.17
H 1.06 -1.05 1.68
H -1.11 -0.55 1.13
H -0.76 1.01 0.34
C 1.16 -3.63 3.14
O -0.09 -4.17 3.51
C -1.18 -3.27 3.29
C -2.49 -3.98 3.52
N -3.49 -3.60 2.51
C -4.70 -4.36 2.58
C -5.81 -3.70 1.78
O -6.23 -2.52 2.40
C -7.32 -1.92 1.77
H 1.78 -4.52 3.01
H 1.55 -3.00 3.94
H 1.12 -3.15 2.16
H -1.15 -2.92 2.25
H -1.09 -2.39 3.93
H -2.94 -3.77 4.49
H -2.32 -5.07 3.43
H -3.07 -3.65 1.59
H -5.03 -4.44 3.62
H -4.60 -5.41 2.26
H -6.63 -4.42 1.63
H -5.46 -3.52 0.75
H -8.20 -2.58 1.79
H -7.09 -1.61 0.74
H -7.54 -0.97 2.25
C 1.88 -0.76 -3.06
O 0.68 -0.63 -3.79
C 0.02 0.57 -3.43
C -1.47 0.42 -3.62
N -1.93 0.39 -5.00
C -3.36 0.19 -5.13
C -3.82 -0.18 -6.51
O -3.38 -1.49 -6.84
C -3.77 -1.85 -8.14
H 2.49 0.14 -3.06
H 2.38 -1.63 -3.47
H 1.65 -1.06 -2.03
H 0.38 1.38 -4.09
H 0.17 0.89 -2.39
H -1.99 1.27 -3.14
H -1.82 -0.50 -3.16
H -1.76 1.27 -5.45
H -3.81 1.16 -4.84
H -3.85 -0.52 -4.45
H -3.33 0.48 -7.26
H -4.90 -0.10 -6.64
H -3.13 -1.37 -8.89
H -4.83 -1.60 -8.30
H -3.59 -2.92 -8.28
C 3.56 0.42 -0.82
O 4.25 -0.75 -0.42
C 3.48 -1.67 0.32
C 4.38 -2.82 0.74
N 5.65 -2.33 1.29
C 6.59 -3.46 1.33
C 7.96 -2.99 1.81
O 8.45 -2.11 0.82
C 9.73 -1.62 1.10
H 3.15 0.93 0.05
H 2.82 0.19 -1.60
H 4.26 1.11 -1.31
H 2.58 -2.02 -0.21
H 3.02 -1.25 1.23
H 4.56 -3.47 -0.13
H 3.86 -3.43 1.48
H 6.04 -1.67 0.63
H 6.63 -3.95 0.35
H 6.27 -4.20 2.07
H 8.62 -3.85 1.96
H 7.81 -2.42 2.73
H 10.05 -0.82 0.43
H 10.47 -2.40 1.27
H 9.68 -1.07 2.06
C 2.14 3.04 -0.91
O 0.85 3.08 -1.43
C 0.01 4.09 -0.90
C -1.38 3.90 -1.43
N -1.42 4.33 -2.85
C -2.78 4.22 -3.37
C -2.81 4.50 -4.86
O -1.90 3.63 -5.51
C -1.76 3.87 -6.89
H 2.73 3.94 -1.13
H 2.69 2.28 -1.45
H 2.23 2.78 0.15
H 0.40 5.11 -1.04
H 0.02 3.94 0.18
H -2.12 4.45 -0.84
H -1.65 2.84 -1.38
H -0.90 3.63 -3.37
H -3.38 5.01 -2.89
H -3.34 3.30 -3.15
H -2.54 5.54 -5.09
H -3.80 4.33 -5.30
H -1.03 4.66 -7.07
H -2.73 4.11 -7.35
H -1.32 3.00 -7.39
C -1.20 4.43 3.27
C 0.32 4.41 3.11
O 0.85 3.15 3.47
O -1.81 3.61 2.29
H -1.65 5.42 3.21
H -1.42 4.09 4.29
H 0.68 5.21 3.76
H 0.49 4.66 2.06
H 0.36 2.45 2.96
H -1.43 2.70 2.39
C -0.70 -2.92 -1.49
C -1.21 -4.13 -0.71
O -2.57 -3.94 -0.35
O -1.27 -3.01 -2.81
H 0.37 -3.00 -1.66
H -0.92 -1.92 -1.11
H -0.65 -4.25 0.23
H -0.98 -5.05 -1.26
H -3.10 -4.16 -1.12
H -2.23 -3.00 -2.75
C 0.03 -0.08 5.61
C 1.27 -0.37 4.80
O 2.40 -0.27 5.68
O -1.15 -0.16 4.85
H 0.12 0.91 6.07
H -0.07 -0.79 6.44
H 1.41 0.38 4.01
H 1.28 -1.29 4.22
H 2.66 0.66 5.72
H -1.00 0.41 4.06
C -3.96 -0.58 -0.34
C -3.98 0.95 -0.40
C -5.25 1.45 -1.08
O -5.17 1.13 -2.46
C -6.16 1.77 -3.23
N -3.96 1.46 0.97
H -3.96 -1.08 -1.31
H -4.84 -0.95 0.19
H -3.07 -0.96 0.17
H -3.13 1.26 -1.02
H -5.34 2.54 -0.94
H -6.16 1.00 -0.66
H -6.04 2.86 -3.22
H -7.17 1.49 -2.90
H -5.98 1.49 -4.27
H -2.99 1.61 1.24
H -4.45 2.34 1.08
C 7.22 0.27 3.86
C 5.69 0.27 4.01
C 5.00 1.11 2.93
O 4.92 2.43 3.42
C 4.45 3.38 2.46
N 5.22 -1.13 4.06
H 7.43 0.16 2.79
H 7.67 -0.59 4.34
H 7.66 1.20 4.21
H 5.47 0.72 4.98
H 3.97 0.74 2.82
H 5.55 1.01 1.98
H 4.92 4.33 2.72
H 3.37 3.50 2.58
H 4.76 3.08 1.46
H 4.21 -1.04 4.06
H 5.43 -1.53 3.14

Entry 6:
DFT (the ωB97M-V functional and the def2-TZVPD basis) results for an isolated molecule of C2H4N4O in a non-equilibrium geometry.

Output
**Frontier orbital gap**: 9.434 eV
**SMILES**: Nc1cnnn1O
**HOMO energy**: -8.91 eV
**E_tot**: -10143.721 eV

Geometry (Å):
C 0.06 0.38 0.15
C 0.51 -0.01 1.38
H -0.20 2.39 0.23
H 0.00 1.66 -1.44
H 0.61 0.59 2.26
H -1.30 -1.47 -1.66
N -0.37 1.56 -0.46
N 0.69 -1.34 1.44
N 0.42 -1.86 0.29
N -0.01 -0.85 -0.47
O -0.42 -1.05 -1.71

Which formula does entry 5 have?
C40H105N6O17